# 1
2 unconnected molecules or ions with the total composition C3H8O2. Source: OMol25; level of theory: wB97M-V/def2-TZVPD.

Positions of all 13 atoms, in Å:
C -0.92 1.83 -0.68
O -2.03 0.94 -0.63
C 0.39 1.09 -0.80
C 0.50 -0.26 -0.66
H -0.73 2.50 0.18
H -1.17 2.48 -1.53
H -2.92 1.34 -0.50
H 1.34 1.72 -0.87
H 1.29 -0.67 -0.08
H -0.47 -0.86 -0.78
H 2.80 -3.06 2.05
H 1.60 -2.26 2.42
O 1.84 -3.09 2.12

Summary:
Multiplicity: 2
E: -7324.4741 eV
Orbital gap (spin up / spin down): 9.05 / 5.46 eV
Net charge: +1
Highest occupied orbital energy (spin up / spin down): -14.61 / -14.61 eV
<S²>: 0.75

Löwdin population analysis, charges in e, atoms 1 to 2:
1 C -0.1936
2 O -0.0437


# 2
2 unconnected molecules or ions with the total composition C3H8O2. Source: OMol25; level of theory: wB97M-V/def2-TZVPD.

Positions of all 13 atoms, in Å:
C -1.15 -2.18 1.48
O -1.16 -0.75 1.53
H -0.45 -2.52 2.23
H -2.15 -2.58 1.62
H -0.75 -2.54 0.54
H -1.83 -0.39 0.94
C 1.58 2.16 -1.89
C 0.69 1.37 -1.17
O 1.03 1.15 0.05
H 1.50 2.49 -2.92
H 2.45 2.48 -1.34
H -0.24 0.90 -1.47
H 0.47 0.42 0.42

Summary:
Multiplicity: 2
E: -7325.5798 eV
Orbital gap (spin up / spin down): 9.61 / 6.00 eV
Net charge: +1
Highest occupied orbital energy (spin up / spin down): -14.47 / -14.47 eV
<S²>: 0.76

Löwdin population analysis, charges in e, atoms 1 to 2:
1 C -0.1227
2 O -0.1375


# 3
A gas-phase ion, C3H8O2P (charge -1). Source: OMol25; level of theory: wB97M-V/def2-TZVPD.

Positions of all 14 atoms, in Å:
C -1.64 -0.50 -0.41
C -0.60 -0.76 0.68
P 1.19 -0.41 0.27
C 1.12 1.37 -0.26
O 1.79 -0.36 1.66
O 1.73 -1.33 -0.76
H -1.81 0.61 -0.65
H -1.38 -1.08 -1.35
H -2.69 -0.86 -0.26
H -0.63 -1.85 0.75
H -0.81 -0.17 1.52
H 2.21 1.69 -0.64
H 0.54 1.69 -1.11
H 0.97 1.98 0.55

Summary:
E: -16627.2781 eV
Orbital gap: 8.50 eV
Net charge: -1
Highest occupied orbital energy: -4.40 eV
Structure (SMILES): CC[P@@](C)(=O)[O-]

Löwdin population analysis, charges in e, atoms 1 to 2:
1 C -0.2089
2 C -0.3298


# 4
2 unconnected molecules or ions with the total composition C3H8O2S. Source: OMol25; level of theory: wB97M-V/def2-TZVPD.

Positions of all 14 atoms, in Å:
C -0.37 0.81 0.33
O -0.80 2.03 -0.11
C -0.08 -0.21 -0.78
C -0.01 -1.63 -0.27
S 1.53 -2.54 -0.66
H 0.44 0.95 1.07
H -1.25 0.33 0.85
H 0.83 0.05 -1.33
H -0.90 -0.10 -1.48
H -0.82 -2.30 -0.55
H -0.06 -1.73 0.81
H -1.44 2.78 0.99
H -0.86 3.71 2.11
O -1.72 3.50 1.73

Summary:
Multiplicity: 2
E: -18169.9043 eV
Orbital gap (spin up / spin down): 6.51 / 4.45 eV
Net charge: -1
Highest occupied orbital energy (spin up / spin down): -3.38 / -3.36 eV
<S²>: 0.75

Löwdin population analysis, charges in e, atoms 1 to 2:
1 C -0.4766
2 O -0.3278


# 5
2 unconnected molecules or ions with the total composition C3H8O2S2. Source: OMol25; level of theory: wB97M-V/def2-TZVPD.

Positions of all 15 atoms, in Å:
C -1.27 -0.65 0.13
C -0.58 0.28 -0.75
C 1.87 -0.35 -0.57
O 2.38 0.75 -0.06
O 1.82 -1.47 0.17
S -3.17 -0.39 -0.02
S -0.25 1.90 0.00
H -1.05 -0.49 1.22
H -1.11 -1.73 -0.08
H -0.57 0.25 -1.79
H 2.04 -0.59 -1.66
H 1.54 1.33 0.33
H 1.65 -1.14 1.02
H -3.36 0.72 0.83
H 0.05 1.58 1.25

Summary:
E: -29002.4140 eV
Orbital gap: 7.70 eV
Highest occupied orbital energy: -7.33 eV

Löwdin population analysis, charges in e, atoms 1 to 2:
1 C -0.6430
2 C -0.5778


# 6
A single C3H8O3 molecule. Source: OMol25; level of theory: wB97M-V/def2-TZVPD.

Positions of all 14 atoms, in Å:
O -1.61 -0.55 0.60
C -1.13 -0.60 -0.72
C 0.45 -0.56 -0.18
O 0.81 -0.71 1.23
C 0.95 0.86 -0.39
O 0.19 1.76 0.43
H -1.29 0.33 0.85
H -1.51 -1.53 -1.22
H -1.68 0.20 -1.31
H 0.94 -1.37 -0.69
H 0.57 -1.56 1.62
H 2.01 0.93 -0.13
H 0.77 1.13 -1.42
H 0.53 1.66 1.33

Summary:
E: -9380.9733 eV
Orbital gap: 10.20 eV
Highest occupied orbital energy: -9.43 eV
Structure (SMILES): OCC(O)CO

Löwdin population analysis, charges in e, atoms 1 to 2:
1 O -0.1211
2 C -0.1604


# 7
A molecular structure, C3H8O3. Source: OMol25; level of theory: wB97M-V/def2-TZVPD.

Positions of all 14 atoms, in Å:
C -0.44 -0.44 0.40
C 0.07 0.76 0.91
C -0.62 -0.74 -1.04
O 1.62 -0.48 0.68
O 2.21 -0.25 -0.63
O -1.79 0.88 0.89
H 2.99 0.27 -0.39
H -2.04 1.31 0.07
H -0.68 -1.22 1.11
H 0.22 0.90 1.97
H 0.41 1.54 0.24
H -1.60 -1.18 -1.21
H 0.14 -1.47 -1.34
H -0.49 0.14 -1.66

Summary:
E: -9376.5252 eV
Orbital gap (spin up / spin down): 9.05 / 9.05 eV
Highest occupied orbital energy (spin up / spin down): -8.47 / -8.47 eV

Löwdin population analysis, charges in e, atoms 1 to 2:
1 C -0.1690
2 C -0.0289


# 8
A single C3H8O3S2 molecule. Source: OMol25; level of theory: wB97M-V/def2-TZVPD.

Positions of all 16 atoms, in Å:
C -0.42 1.57 0.24
C -0.02 0.21 0.74
C 1.07 -0.61 -0.22
O 2.27 -0.24 0.39
O 0.76 -0.20 -1.48
O 0.93 -2.03 -0.07
S -2.79 -0.47 -0.56
S -1.46 -0.93 0.88
H -1.46 1.55 -0.08
H -0.59 2.36 1.04
H 0.33 1.95 -0.56
H 0.47 0.11 1.79
H 2.99 -0.87 0.21
H 1.43 -0.57 -2.15
H 0.03 -2.33 -0.27
H -3.53 0.50 0.10

Summary:
Multiplicity: 3
E: -31048.4900 eV
Orbital gap (spin up / spin down): 4.97 / 6.23 eV
Highest occupied orbital energy (spin up / spin down): -4.60 / -9.11 eV
<S²>: 2.01

Löwdin population analysis, charges in e, atoms 1 to 2:
1 C -0.1525
2 C -0.5269


# 9
A molecular structure, C3H8O3S3. Source: OMol25; level of theory: wB97M-V/def2-TZVPD.

Positions of all 17 atoms, in Å:
C -0.61 0.46 1.12
C 0.83 0.59 0.43
C 1.53 -0.31 -0.55
H -2.32 -1.66 -1.34
H -0.84 -0.55 1.70
H -1.09 1.25 1.85
H 1.49 0.55 1.36
H 2.49 2.35 -0.14
H 1.20 -0.15 -1.70
H 2.53 0.27 -0.22
H 0.57 -2.54 -0.65
O -1.22 -1.36 -0.72
O -3.16 -0.57 0.49
O -2.05 1.25 -1.07
S -1.98 0.08 -0.21
S 1.03 2.33 -0.26
S 1.61 -2.00 -0.09

Summary:
E: -41884.1496 eV
Orbital gap: 9.07 eV
Highest occupied orbital energy: -9.34 eV

Löwdin population analysis, charges in e, atoms 1 to 2:
1 C -0.2126
2 C -0.7775


# 10
2 unconnected molecules or ions with the total composition C3H8O6P2. Source: OMol25; level of theory: wB97M-V/def2-TZVPD.

Positions of all 19 atoms, in Å:
C 0.72 -0.28 -1.53
C -0.67 -0.75 -1.15
C -0.91 -0.18 1.17
O -1.95 2.37 0.96
O -1.13 1.53 3.34
O 0.56 2.09 1.45
O 0.65 0.32 -2.85
O -1.63 -0.47 -1.87
O -0.24 -1.29 1.70
P 1.32 -1.21 2.08
P -0.72 1.48 1.89
H 1.05 0.49 -0.78
H 1.48 -1.05 -1.80
H -0.55 -1.74 -0.74
H -2.09 -0.42 1.26
H -0.36 0.38 -2.80
H -1.48 2.41 0.20
H 1.44 0.08 2.38
H 2.03 -0.82 0.72

Summary:
E: -34101.7981 eV
Orbital gap: 5.54 eV
Net charge: -2
Highest occupied orbital energy: 0.73 eV

Löwdin population analysis, charges in e, atoms 1 to 2:
1 C -0.2680
2 C -0.4029